Entry 1:
Molecular formula: C27H20BiBr2F6N5O6S8
Method: DFT, the ωB97M-V functional and the def2-TZVPD basis

Atoms and positions in Å:
Bi -1.09 -0.53 1.12
C -3.42 0.88 -1.44
C -3.08 2.04 -0.56
C -3.52 3.33 -0.94
C -3.20 4.40 -0.17
C -2.45 4.23 1.00
C -2.07 5.32 1.82
C -1.31 5.10 2.93
C -0.94 3.79 3.29
C -1.31 2.69 2.54
S -0.89 1.10 3.16
C -2.06 2.90 1.33
N -2.38 1.85 0.54
H -4.22 1.13 -2.13
H -3.70 0.00 -0.86
H -2.54 0.60 -2.03
H -4.10 3.44 -1.85
H -3.52 5.40 -0.45
H -2.39 6.32 1.55
H -0.99 5.93 3.54
H -0.36 3.62 4.19
F 0.71 -2.84 -5.04
C 0.94 -1.82 -4.22
F 1.24 -0.74 -4.99
F 2.03 -2.09 -3.50
S -0.50 -1.38 -3.13
O 0.11 -0.55 -2.12
O -1.41 -0.70 -4.02
N -0.92 -2.85 -2.77
S -2.21 -3.06 -1.87
O -2.45 -2.01 -0.90
O -3.34 -3.44 -2.68
C -2.08 -4.65 -0.86
F -3.23 -4.63 -0.17
F -2.13 -5.69 -1.71
F -1.10 -4.86 -0.01
Br 1.46 -4.99 -1.67
C 2.20 -3.82 -0.36
C 3.52 -4.09 -0.01
C 4.19 -3.27 0.85
Br 6.01 -3.70 1.28
C 3.58 -2.12 1.38
C 4.22 -1.21 2.25
C 3.55 -0.13 2.72
C 2.21 0.06 2.33
N 1.58 -0.77 1.54
C 2.21 -1.86 1.05
C 1.43 -2.76 0.19
O 0.20 -2.58 -0.01
H 4.01 -4.96 -0.42
H 5.25 -1.40 2.53
H 4.01 0.57 3.40
H 1.65 0.92 2.69
O -4.54 -2.96 6.80
C -3.98 -2.62 5.79
S -2.28 -2.94 5.43
C -2.23 -2.18 3.85
C -3.36 -1.61 3.41
S -3.61 -0.80 1.89
S -4.75 -1.72 4.48
S -0.71 -2.28 2.99
C 4.38 2.29 -2.15
N 3.33 2.24 -1.15
C 1.98 2.31 -1.27
S 1.06 2.53 0.11
N 1.35 2.22 -2.46
C 1.90 2.06 -3.80
H 5.32 2.06 -1.65
H 4.48 3.29 -2.60
H 4.22 1.56 -2.93
H 3.60 2.38 -0.19
H 0.38 1.98 -2.35
H 2.28 1.06 -4.00
H 2.68 2.79 -3.99
H 1.09 2.25 -4.51

frontier orbital gap	0.21197	Eh
energy	-296976.298	eV
charge	-2
F_max	0.016	hartree/bohr
LUMO energy	3.69	eV
spin multiplicity	1



Entry 2:
Molecular formula: C27H20Br4NO7SZr
Method: DFT, the ωB97M-V functional and the def2-TZVPD basis

Atoms and positions in Å:
Zr 0.70 -0.13 0.73
Br 3.42 -5.11 -3.12
C 2.45 -3.61 -2.55
C 1.38 -3.13 -3.31
Br 0.90 -3.96 -4.92
C 0.67 -2.01 -2.88
Br -0.78 -1.28 -3.84
C 1.02 -1.39 -1.70
O 0.38 -0.29 -1.20
C 2.07 -1.88 -0.92
O 2.31 -1.20 0.23
C 2.79 -2.99 -1.35
Br 4.19 -3.57 -0.25
C 4.92 2.67 2.78
O 3.81 3.33 2.16
C 3.68 3.21 0.82
C 4.55 2.50 0.00
C 4.31 2.44 -1.37
C 3.22 3.09 -1.94
C 2.37 3.81 -1.12
C 2.58 3.85 0.24
N 1.68 4.61 1.05
C 1.12 4.39 2.21
C 1.05 3.24 3.04
C 0.64 3.46 4.37
C 0.53 2.43 5.27
C 0.86 1.13 4.87
C 1.27 0.89 3.57
C 1.32 1.92 2.63
O 1.53 1.63 1.35
H 4.83 2.89 3.84
H 5.86 3.07 2.41
H 4.87 1.60 2.62
H 5.40 1.99 0.42
H 4.99 1.87 -2.00
H 3.05 3.04 -3.00
H 1.51 4.32 -1.54
H 1.48 5.53 0.66
H 0.62 5.27 2.60
H 0.40 4.47 4.68
H 0.21 2.62 6.29
H 0.79 0.31 5.57
H 1.57 -0.12 3.29
C -5.75 -3.83 -1.36
C -4.73 -3.13 -0.52
C -4.84 -3.10 0.87
C -3.91 -2.44 1.65
C -2.86 -1.80 1.03
C -2.72 -1.79 -0.36
C -3.65 -2.46 -1.12
S -1.66 -1.00 2.00
O -0.33 -1.71 1.74
O -2.03 -0.97 3.37
O -1.36 0.35 1.38
H -6.36 -4.51 -0.77
H -5.27 -4.40 -2.16
H -6.41 -3.11 -1.84
H -5.67 -3.61 1.35
H -3.99 -2.42 2.73
H -1.90 -1.27 -0.85
H -3.55 -2.47 -2.20

frontier orbital gap	0.23866	Eh
energy	-336430.186	eV
charge	+1
F_max	0.008	hartree/bohr
LUMO energy	-4.19	eV
spin multiplicity	1



Entry 3:
Molecular formula: C27H20F5N2OPS2SeTeV
Method: DFT, the ωB97M-V functional and the def2-TZVPD basis

Atoms and positions in Å:
V 1.56 -0.94 0.64
S 0.76 0.06 2.69
C 1.80 1.41 3.09
C 1.58 2.27 4.17
C 2.45 3.33 4.43
C 2.24 4.19 5.55
N 1.99 4.76 6.51
C 3.57 3.56 3.58
C 3.77 2.73 2.50
C 2.92 1.66 2.22
S 3.18 0.72 0.82
C 4.51 4.59 3.93
N 5.29 5.39 4.21
H 0.73 2.11 4.80
H 4.60 2.88 1.83
Se -1.15 -2.87 0.10
C -1.05 -3.72 -1.58
C -1.69 -4.94 -1.79
C -1.76 -5.48 -3.05
C -1.20 -4.77 -4.11
C -0.50 -3.59 -3.91
C -0.42 -3.04 -2.64
H -2.11 -5.44 -0.92
H -2.29 -6.37 -3.24
H -1.28 -5.18 -5.10
H -0.11 -3.05 -4.79
H 0.12 -2.12 -2.41
F 3.22 -6.58 -0.22
Te 2.66 -4.89 0.04
F 2.22 -5.59 1.74
F 4.33 -4.33 0.72
F 3.45 -4.11 -1.59
F 1.85 -0.92 -1.21
O 1.91 -2.40 1.32
C 0.48 2.05 -1.74
P -0.42 1.00 -0.55
C -1.18 2.30 0.50
C -2.53 2.52 0.67
C -3.03 3.55 1.50
C -2.15 4.37 2.16
C -0.81 4.13 2.08
C -0.33 3.13 1.25
C -1.75 0.30 -1.59
C -1.56 0.07 -2.94
C -2.40 -0.78 -3.65
C -3.45 -1.44 -3.00
C -3.68 -1.13 -1.66
C -2.82 -0.30 -0.98
H -0.17 2.72 -2.35
H 1.13 1.45 -2.38
H 1.27 2.62 -1.20
H -3.27 1.91 0.15
H -4.12 3.66 1.57
H -2.53 5.16 2.83
H -0.08 4.76 2.62
H 0.73 2.97 1.14
H -0.74 0.52 -3.49
H -2.19 -1.01 -4.68
H -4.10 -2.14 -3.51
H -4.53 -1.57 -1.16
H -2.92 -0.16 0.09

frontier orbital gap (spin up / spin down)	0.25642 / 0.18201	Eh
energy	-176230.641	eV
charge	-1
F_max	0.076	hartree/bohr
LUMO energy (spin up / spin down)	1.90 / -0.15	eV
⟨S²⟩	2.0299
spin multiplicity	3



Entry 4:
Molecular formula: C27H20F5N7O2SSeV
Method: DFT, the ωB97M-V functional and the def2-TZVPD basis

Atoms and positions in Å:
V 0.42 -0.65 0.71
C -2.16 -3.30 -1.45
C -1.16 -2.72 -0.50
N -1.11 -1.37 -0.20
N -2.09 -0.57 -0.78
C -2.04 0.73 -0.61
N -3.02 1.49 -1.14
S -0.77 1.45 0.29
C -0.12 -3.39 0.11
C 0.12 -4.81 0.05
C 1.17 -5.34 0.71
C 2.04 -4.49 1.47
C 1.80 -3.16 1.49
N 0.75 -2.57 0.82
H -2.10 -2.83 -2.44
H -1.97 -4.36 -1.60
H -3.19 -3.22 -1.10
H -2.86 -1.02 -1.27
H -3.63 1.12 -1.85
H -2.91 2.49 -1.10
H -0.55 -5.44 -0.51
H 1.34 -6.41 0.68
H 2.87 -4.89 2.02
H 2.44 -2.48 2.04
O -1.39 -0.91 4.84
C -0.70 0.14 5.34
C -1.02 0.55 6.63
C -0.36 1.61 7.21
C 0.64 2.29 6.51
C 0.97 1.88 5.24
C 0.32 0.80 4.63
C 0.70 0.38 3.27
O -0.07 -0.48 2.64
N 1.76 0.89 2.72
N 1.85 0.38 1.43
C 2.81 0.84 0.62
C 2.73 0.32 -0.68
C 3.65 0.57 -1.72
C 3.47 -0.04 -2.93
C 2.37 -0.91 -3.13
C 1.51 -1.11 -2.10
N 1.65 -0.51 -0.89
H -1.11 -1.04 3.92
H -1.80 0.01 7.16
H -0.62 1.92 8.21
H 1.15 3.13 6.97
H 1.74 2.39 4.67
H 3.52 1.59 0.94
H 4.49 1.23 -1.54
H 4.17 0.14 -3.74
H 2.21 -1.40 -4.07
H 0.65 -1.76 -2.19
F -3.36 4.50 -6.50
C -2.48 4.05 -5.61
C -2.13 4.84 -4.53
F -2.67 6.05 -4.40
C -1.21 4.37 -3.61
F -0.91 5.16 -2.59
C -0.63 3.10 -3.73
Se 0.62 2.47 -2.47
C -1.02 2.33 -4.82
F -0.53 1.11 -5.01
C -1.93 2.79 -5.76
F -2.28 2.04 -6.80

frontier orbital gap (spin up / spin down)	0.22031 / 0.14543	Eh
energy	-158304.929	eV
F_max	0.028	hartree/bohr
LUMO energy (spin up / spin down)	-0.27 / -2.33	eV
⟨S²⟩	0.7754
spin multiplicity	2